Molecular formula: C4H9O3
Method: DFT, ωB97M-V with the def2-TZVPD basis set

The geometry in ORCA input format:
```
! RIJCOSX wB97M-V def2-TZVPD def2/J DEFGRID3
* xyz -1 1
C -1.52 -1.47 0.90
C -3.08 -1.28 1.04
O -0.89 -0.24 0.96
H -1.04 -2.12 1.67
H -1.31 -1.81 -0.09
H -3.19 -0.27 1.32
H -0.52 0.04 0.13
H -3.42 -1.95 1.80
H -3.45 -1.31 0.00
C 1.83 1.18 0.50
C 1.49 0.78 -0.96
O 2.48 0.70 -1.71
O 0.28 0.57 -1.23
H 2.51 0.43 0.89
H 0.83 1.26 0.83
H 2.28 2.22 0.40
*
```

Computed properties:
**Energy**: -383.563481 Ha
**Energy above the lowest of the compared OMol25 structures with the same formula, charge and spin**: 27.0 kcal/mol
**HOMO level**: -4.1 eV
**HOMO-LUMO gap**: 7.932 eV
**LUMO**: 3.84 eV



Molecular formula: C4H36N2O15
Method: DFT, ωB97M-V with the def2-TZVPD basis set

The geometry in ORCA input format:
```
! RIJCOSX wB97M-V def2-TZVPD def2/J DEFGRID3
* xyz 0 1
C 0.17 0.47 -0.82
N -0.21 -0.18 0.46
C -1.02 0.94 -1.61
C -0.55 1.89 -2.69
N -1.99 1.60 -0.69
C -3.21 1.11 -0.38
O -4.19 1.98 -0.03
O -3.54 -0.06 -0.49
H 0.86 -0.25 -1.25
H 0.89 1.28 -0.48
H -0.83 -0.96 0.23
H -0.81 0.38 1.04
H -1.55 0.19 -2.17
H 0.26 2.57 -2.33
H -1.32 2.60 -3.04
H -0.03 1.42 -3.57
H -1.94 2.61 -0.76
H -4.09 2.42 0.82
H 3.19 -0.32 1.64
H 3.39 0.17 2.88
O 3.67 0.44 1.99
H 1.24 -2.13 -1.36
H 1.15 -2.59 0.25
O 1.66 -2.50 -0.55
H -2.21 -2.58 2.24
H -1.97 -1.04 2.93
O -1.71 -1.94 2.78
H 2.15 3.55 -2.50
H 2.50 2.91 -1.11
O 2.74 2.95 -2.04
H -0.69 -2.69 -1.54
H -0.09 -2.98 -2.90
O -0.22 -2.23 -2.29
H 2.94 -1.44 -3.70
H 3.10 0.22 -3.85
O 2.63 -0.55 -3.52
H 1.20 -1.34 3.47
H 1.13 -0.36 2.19
O 1.66 -0.71 2.91
H -0.43 4.04 2.33
H 0.09 2.91 1.45
O -0.38 3.08 2.30
H 3.39 -3.06 -0.52
H 4.47 -2.74 0.46
O 4.21 -3.48 -0.14
H -2.46 1.33 2.79
H -2.04 2.71 2.64
O -2.74 2.10 2.29
H 2.73 2.43 1.18
H 1.50 1.54 1.01
O 1.77 2.48 1.16
H -3.37 -1.74 0.33
H -4.14 -2.93 0.93
O -3.26 -2.53 0.90
H -0.66 -4.06 0.64
H -1.98 -3.32 0.18
O -1.08 -3.59 -0.10
*
```

Computed properties:
**Energy**: -1412.093572 Ha
**Energy above the lowest of the compared OMol25 structures with the same formula, charge and spin**: 100.0 kcal/mol
**HOMO level**: -10.1 eV
**HOMO-LUMO gap**: 10.156 eV
**LUMO**: 0.03 eV



Molecular formula: CH2ClIOS
Method: DFT, ωB97M-V with the def2-TZVPD basis set

The geometry in ORCA input format:
```
! RIJCOSX wB97M-V def2-TZVPD def2/J DEFGRID3
* xyz 0 1
C -0.28 0.37 0.33
O -3.55 1.35 0.57
S -3.30 1.35 -0.96
Cl -2.22 3.14 -1.30
I -1.40 0.15 1.94
H 0.28 1.36 0.20
H -0.37 -0.41 -0.38
*
```

Computed properties:
**Energy**: -1270.492596 Ha
**Energy above the lowest of the compared OMol25 structures with the same formula, charge and spin**: 52.4 kcal/mol
**HOMO level (spin up / spin down)**: -9.4 / -8.0 eV
**HOMO-LUMO gap (spin up / spin down)**: 8.949 / 6.196 eV
**LUMO (spin up / spin down)**: -0.50 / -1.85 eV



Molecular formula: C5H10O
Method: DFT, ωB97M-V with the def2-TZVPD basis set

The geometry in ORCA input format:
```
! RIJCOSX wB97M-V def2-TZVPD def2/J DEFGRID3
* xyz 0 1
C -1.65 1.29 -1.11
C -1.14 0.41 0.04
C 0.33 0.60 0.42
O 0.60 0.12 1.74
C 1.41 -0.37 0.69
C 1.43 -1.81 0.26
H -1.43 2.35 -0.92
H -2.74 1.20 -1.20
H -1.21 1.03 -2.08
H -1.67 0.71 0.95
H -1.41 -0.64 -0.13
H 0.68 1.61 0.20
H 2.42 0.04 0.77
H 0.43 -2.22 0.11
H 1.98 -2.45 0.96
H 1.97 -1.85 -0.70
*
```

Computed properties:
**Energy**: -271.702968 Ha
**Energy above the lowest of the compared OMol25 structures with the same formula, charge and spin**: 31.2 kcal/mol
**SMILES**: CC[C@H]1O[C@H]1C
**HOMO level**: -9.9 eV
**HOMO-LUMO gap**: 11.031 eV
**LUMO**: 1.13 eV



Repeat the first record exactly.
Molecular formula: C4H9O3
Method: DFT, ωB97M-V with the def2-TZVPD basis set

The geometry in ORCA input format:
```
! RIJCOSX wB97M-V def2-TZVPD def2/J DEFGRID3
* xyz -1 1
C -1.52 -1.47 0.90
C -3.08 -1.28 1.04
O -0.89 -0.24 0.96
H -1.04 -2.12 1.67
H -1.31 -1.81 -0.09
H -3.19 -0.27 1.32
H -0.52 0.04 0.13
H -3.42 -1.95 1.80
H -3.45 -1.31 0.00
C 1.83 1.18 0.50
C 1.49 0.78 -0.96
O 2.48 0.70 -1.71
O 0.28 0.57 -1.23
H 2.51 0.43 0.89
H 0.83 1.26 0.83
H 2.28 2.22 0.40
*
```

Computed properties:
**Energy**: -383.563481 Ha
**Energy above the lowest of the compared OMol25 structures with the same formula, charge and spin**: 27.0 kcal/mol
**HOMO level**: -4.1 eV
**HOMO-LUMO gap**: 7.932 eV
**LUMO**: 3.84 eV